ORCA calculation (ωB97M-V/def2-TZVPD) on a cluster of 14 separate species, C31H63N14O21 in total.

- Highest occupied orbital energy: -9.332 eV
- Relative energy (zero: lowest compared OMol25 entry of this formula, charge and spin): 385.9 kJ/mol
- Kohn-Sham gap: 4.33 eV
- E_tot: -3563.6494 Eh
- Charge: +1

Last column: Mulliken charge in e.
Cartesian coordinates (Å):
1 C -2.0649 0.8637 -2.5907  -2.7288
2 C -1.0249 1.0637 -1.4107  2.0513
3 C -1.9629 1.0837 -0.0697  -1.2011
4 C -1.2469 0.6877 1.1623  -0.0392
5 C -0.6349 -0.6173 0.9603  -1.4450
6 C 0.3711 -0.7003 -0.1637  1.2264
7 N -0.1569 -0.0563 -1.3917  1.6194
8 O 0.1921 -0.6173 -2.5437  -0.3456
9 C 0.6221 -2.1423 -0.4997  -1.8416
10 C 1.7881 -0.0023 0.3033  -1.0459
11 C -0.1689 2.2597 -1.4487  -0.9664
12 H -2.5049 -0.0803 -2.5887  0.8991
13 H -1.8829 0.8727 -3.6897  -0.1157
14 H -2.7499 1.5467 -2.5107  0.9642
15 H -2.9579 0.5217 -0.2217  0.1624
16 H -2.2949 2.0587 0.0083  0.4958
17 H -1.9819 0.7117 1.7273  1.8469
18 H -0.3139 1.4297 1.4753  -1.2198
19 H -1.2479 -1.4713 0.8283  0.1085
20 H -0.1619 -0.8463 1.8213  0.3302
21 H 1.2531 -2.3033 -1.1797  1.3680
22 H -0.3059 -2.6693 -0.9337  0.1418
23 H 0.9281 -2.4673 0.5673  -0.0885
24 H 1.6691 1.0307 0.6603  -0.0166
25 H 2.5811 -0.0053 -0.6287  0.0912
26 H 2.3221 -0.5793 1.1223  0.1599
27 H 0.0861 2.6107 -0.6017  -0.1423
28 H -0.7299 3.2067 -1.8757  0.3667
29 H 0.6451 2.0607 -2.1987  0.2267
30 N 6.1601 -2.0633 4.7813  -0.0307
31 C 4.8571 -1.8073 5.2733  -0.8776
32 C 4.0141 -1.5253 4.1173  0.2345
33 C 4.8671 -1.7263 2.9003  -0.4055
34 C 6.2691 -1.9603 3.3833  -0.6340
35 H 6.9621 -2.3423 5.3703  0.2414
36 H 4.5231 -1.9203 6.2823  0.4005
37 H 2.8871 -1.4113 4.1523  0.3102
38 H 4.4881 -1.7993 1.8633  0.3521
39 H 7.2681 -2.0743 2.9693  0.3998
40 N 0.6491 5.7237 1.3243  0.0707
41 C -0.4059 4.7477 1.3433  -1.3135
42 C -0.1979 3.9657 2.6883  -0.2384
43 C 0.8631 4.7347 3.4473  -1.0271
44 C 1.4421 5.7347 2.4793  -0.5643
45 H 0.8861 6.1217 0.5503  0.3402
46 H -0.9269 4.7307 0.4773  1.1432
47 H -0.7119 3.1237 3.1003  0.5638
48 H 1.2201 4.4257 4.3463  0.5749
49 H 2.1311 6.4497 2.3293  0.5775
50 N 3.0601 3.4897 1.0513  0.1428
51 C 3.5071 3.2377 -0.2187  0.0730
52 C 4.4681 2.1507 -0.0687  -1.0307
53 C 4.5891 1.7857 1.3703  -0.9271
54 C 3.5751 2.6207 2.0103  -0.4336
55 H 2.2391 4.1327 1.1733  0.2354
56 H 3.1751 4.1207 -1.0877  -0.0641
57 H 4.7061 1.9327 -1.0217  0.9036
58 H 5.3511 1.1057 1.9163  0.3603
59 H 3.3891 2.8077 2.9763  0.7138
60 C 0.8121 -5.9733 -4.0777  -0.9446
61 N 0.4801 -4.7083 -3.2777  0.6656
62 O -0.0099 -4.8163 -2.2017  -0.4576
63 O 1.1301 -3.6413 -3.6737  -0.3431
64 H 0.9911 -5.7493 -5.2797  0.2639
65 H 0.0901 -6.4403 -3.8387  0.4476
66 H 1.6231 -6.3463 -3.6527  0.3891
67 C 0.8131 -4.8923 4.6293  -1.1810
68 N 0.6431 -3.8063 3.5503  1.0399
69 O 0.6211 -2.6653 3.9343  -0.4047
70 O 0.3951 -4.1233 2.4113  -0.5896
71 H 0.2961 -4.7993 5.4913  0.3926
72 H 1.8041 -4.7423 4.9303  0.4265
73 H 0.5891 -5.9153 4.3153  0.3240
74 C -6.1959 -1.3683 -3.1817  -1.1271
75 N -5.6929 -0.0353 -2.5697  0.9126
76 O -5.6419 0.1017 -1.3707  -0.5183
77 O -5.5529 0.9327 -3.4117  -0.5074
78 H -5.3259 -1.9713 -3.1817  0.2874
79 H -6.7299 -1.3763 -3.9117  0.5329
80 H -6.8979 -1.7353 -2.5447  0.4234
81 C 4.0281 -1.3673 -4.5257  -0.7980
82 N 3.5881 0.0047 -4.1257  0.9898
83 O 4.0431 0.4747 -3.1667  -0.4958
84 O 2.9821 0.5657 -4.9977  -0.5658
85 H 3.1301 -1.9933 -4.3867  0.1650
86 H 4.8331 -1.7233 -3.8317  0.2939
87 H 4.4461 -1.2603 -5.3917  0.4312
88 C 1.6731 7.3667 -2.8067  -0.8866
89 N 1.1611 6.6877 -1.6417  0.9229
90 O 0.9431 5.5097 -1.6567  -0.4662
91 O 0.9221 7.3967 -0.6887  -0.5938
92 H 0.9741 8.1327 -3.2967  0.2864
93 H 1.7591 6.5357 -3.5407  0.3163
94 H 2.5691 7.6857 -2.5347  0.3860
95 C -0.7009 -1.4433 -6.4347  -0.7695
96 N -1.7449 -0.5353 -5.7807  0.9160
97 O -1.8399 0.6297 -6.1627  -0.5249
98 O -2.6529 -1.1293 -5.1657  -0.4989
99 H -0.6099 -0.9613 -7.3027  0.3660
100 H -1.3159 -2.2763 -6.4267  0.3615
101 H 0.2121 -1.6173 -5.7277  0.1490
102 C -3.0079 -5.2113 -0.3007  -0.6210
103 N -3.4839 -3.8353 -0.6397  0.6808
104 O -2.8709 -2.9413 -0.0777  -0.3211
105 O -3.8779 -3.6373 -1.8247  -0.4597
106 H -2.5759 -5.3663 0.6433  0.2885
107 H -2.1609 -5.2753 -1.0167  0.1413
108 H -4.0249 -5.9533 -0.6427  0.2984
109 C -5.2919 4.3127 -1.8977  -0.8269
110 N -4.3909 3.9617 -0.6787  0.8924
111 O -3.1799 4.3007 -0.8307  -0.4266
112 O -4.9029 3.8157 0.3273  -0.5318
113 H -5.1889 3.3297 -2.7697  0.1741
114 H -4.7479 5.0817 -2.3697  0.3621
115 H -6.2529 4.3287 -1.5247  0.3771
116 C -3.1019 -2.8043 3.0473  -0.1456
117 N -3.3019 -3.2663 4.4663  0.9512
118 O -2.3909 -3.9133 4.9453  -0.5682
119 O -4.1739 -2.9453 5.1273  -0.5705
120 H -3.3559 -1.7723 3.0433  0.2720
121 H -3.7679 -3.4923 2.5843  0.4083
122 H -2.1369 -2.9163 3.0633  -0.3560
123 C -0.1429 -0.9733 6.1113  -0.7091
124 N -0.3999 -0.0953 4.8293  0.8156
125 O 0.4221 0.5957 4.2653  -0.4116
126 O -1.4829 -0.3373 4.2413  -0.4649
127 H -0.2839 -0.4953 6.9223  0.4292
128 H 0.9691 -1.3393 6.1173  0.1209
129 H -0.9079 -1.7293 5.9793  0.2317

ORCA calculation (ωB97M-V/def2-TZVPD) on an isolated molecule of C11H15NO4.

- Highest occupied orbital energy: -8.253 eV
- Relative energy (zero: lowest compared OMol25 entry of this formula, charge and spin): 394.8 kJ/mol
- Kohn-Sham gap: 8.24 eV
- E_tot: -783.7508 Eh

Last column: natural (NBO) charge in e.
Cartesian coordinates (Å):
1 O 2.1126 -3.0006 -0.1778  -0.5335
2 O -0.0806 1.1455 -1.3912  -0.7282
3 O -4.0377 -1.4960 0.2694  -0.7223
4 O 1.0455 2.0094 0.2570  -0.5355
5 C 1.5926 -1.9608 -0.5180  0.4826
6 C 0.5632 -1.5838 0.4709  -0.3193
7 C 2.3803 -0.9463 -1.3081  -0.0521
8 C 2.0947 0.4071 -1.0408  -0.1546
9 C 0.1300 -0.2438 0.5493  0.2188
10 N -0.9423 0.2252 1.3663  -0.4435
11 C 3.6272 -1.2640 -2.0980  -0.6380
12 C 0.7926 0.7548 -0.3417  0.4144
13 C -2.9027 -0.7139 0.0665  -0.0672
14 C -0.1540 2.5816 0.8398  -0.0902
15 C -2.1954 -0.4818 1.4763  -0.2154
16 C -0.8473 1.6525 1.8605  -0.2189
17 H 0.2401 1.9546 -1.8018  0.4786
18 H -4.3905 -1.7971 -0.5413  0.4741
19 H 0.1272 -2.3314 1.0731  0.2302
20 H 2.5763 1.3407 -1.3008  0.2250
21 H 4.0126 -0.3266 -2.4653  0.2198
22 H 3.4062 -2.0467 -2.8479  0.2281
23 H 4.3447 -1.7798 -1.4736  0.2348
24 H -3.2699 0.1728 -0.3996  0.1523
25 H -2.1294 -1.0284 -0.5963  0.1690
26 H -0.0023 3.5602 1.3182  0.2024
27 H -0.8987 2.8761 0.0903  0.1778
28 H -2.0463 -1.4667 1.9535  0.2022
29 H -2.9558 0.1264 1.9196  0.2122
30 H -1.8446 1.9947 1.9762  0.2037
31 H -0.3483 1.6662 2.8156  0.1930

ORCA calculation (ωB97M-V/def2-TZVPD) on a structure of composition C43H51Cl6N8O6V.

- Highest occupied orbital energy (spin up / spin down): -4.991 / -4.990 eV
- Relative energy (zero: lowest compared OMol25 entry of this formula, charge and spin): 0.0 kJ/mol
- Kohn-Sham gap (spin up / spin down): 6.97 / 6.96 eV
- E_tot: -6263.6213 Eh
- Multiplicity: 2
- Charge: -1

Last column: Mulliken spin population.
Cartesian coordinates (Å):
1 O -3.4690 -0.1136 1.9069  -0.2085
2 V -2.4600 1.1293 1.9679  1.1744
3 C -0.4938 5.0023 1.0659  0.0004
4 C -0.0382 3.5575 1.3128  0.0028
5 C 1.3883 3.6681 1.7598  0.0000
6 O -0.9266 2.9114 2.2003  -0.0053
7 H -0.2230 5.7353 1.8259  0.0001
8 H -1.5613 5.0822 0.8604  -0.0005
9 H -0.0995 5.3982 0.1300  0.0000
10 H 0.0217 2.9886 0.3850  0.0028
11 H 1.9274 4.0282 0.8835  -0.0001
12 H 1.8080 2.7204 2.0972  -0.0001
13 H 1.4526 4.3474 2.6098  -0.0001
14 C -5.3284 0.9761 4.2926  -0.0046
15 C -4.2769 1.9567 4.7848  0.0024
16 C -3.6750 1.4980 6.1672  -0.0009
17 O -3.1415 2.0962 3.9421  0.0113
18 H -4.9758 -0.0443 4.1422  -0.0001
19 H -5.7063 1.3303 3.3335  0.0016
20 H -6.1267 1.1057 5.0233  0.0002
21 H -4.6899 2.9649 4.8157  0.0054
22 H -2.9364 2.1953 6.5624  -0.0001
23 H -3.1095 0.5694 6.0896  0.0000
24 H -4.5009 1.3608 6.8652  0.0003
25 N -1.0073 -0.2590 -0.8630  -0.0002
26 O -1.5608 -0.3227 -1.9470  -0.0001
27 O 0.2056 -0.4621 -0.6978  -0.0027
28 O -1.7044 0.1051 0.1101  0.0188
29 N 3.6536 -4.5861 1.3490  -0.0001
30 C 2.8229 -4.8748 2.4185  0.0002
31 C 1.5714 -4.2614 2.6124  -0.0009
32 C 1.1962 -3.4546 1.6466  0.0008
33 C 1.9611 -3.1952 0.4630  0.0000
34 C 3.2215 -3.7434 0.3895  0.0001
35 H 3.1074 -5.5531 3.2093  0.0000
36 H 0.8819 -4.5716 3.3835  0.0001
37 H 0.2665 -2.9160 1.7555  0.0003
38 H 1.6033 -2.4857 -0.2685  -0.0001
39 H 3.9169 -3.5500 -0.4139  0.0001
40 N -1.0506 -0.2475 3.0340  -0.0306
41 C -1.4327 -1.1755 3.9814  0.0151
42 C -0.5439 -1.9971 4.7167  -0.0025
43 C 0.7790 -1.8404 4.5303  0.0022
44 C 1.2322 -0.9721 3.5350  -0.0013
45 C 0.2947 -0.2646 2.7709  0.0024
46 H -2.4468 -1.1658 4.3529  -0.0002
47 H -0.8640 -2.6758 5.4934  -0.0002
48 H 1.5701 -2.4278 4.9726  0.0004
49 H 2.2463 -0.7508 3.2368  -0.0001
50 H 0.6984 0.3486 1.9787  0.0015
51 N 2.0038 -3.0818 -5.8627  0.0000
52 C 2.0058 -3.9056 -4.8143  0.0000
53 C 1.1315 -3.7804 -3.7112  -0.0001
54 C 0.1813 -2.6933 -3.7701  0.0000
55 C 0.1941 -1.8024 -4.8660  -0.0001
56 C 1.1500 -2.0615 -5.9199  0.0001
57 H 2.7353 -4.6991 -4.8822  0.0000
58 H 1.2731 -4.5267 -2.9435  0.0000
59 H -0.5070 -2.5054 -2.9593  0.0001
60 H -0.4018 -0.9020 -4.8447  -0.0001
61 H 1.2485 -1.3362 -6.7140  0.0000
62 N 5.0485 -0.4281 -0.7867  0.0000
63 C 5.9462 -0.8892 -1.6939  0.0000
64 C 5.6416 -1.4275 -2.9401  0.0000
65 C 4.2229 -1.4586 -3.2242  0.0005
66 C 3.3294 -0.9339 -2.2977  -0.0001
67 C 3.7129 -0.4223 -1.1105  -0.0006
68 H 7.0009 -0.8566 -1.4642  0.0000
69 H 6.4069 -1.7504 -3.6304  0.0000
70 H 3.7926 -1.8838 -4.1189  0.0000
71 H 2.2890 -0.9600 -2.5860  -0.0006
72 H 2.9787 -0.0049 -0.4373  0.0005
73 N 7.4338 3.0354 -0.7304  0.0000
74 C 7.2429 4.1208 -1.5977  0.0000
75 C 5.9582 4.4938 -1.9654  0.0000
76 C 4.8200 3.8600 -1.4486  0.0001
77 C 4.9703 2.8744 -0.4607  0.0001
78 C 6.2979 2.4470 -0.1775  0.0001
79 H 8.1380 4.5547 -2.0183  0.0000
80 H 5.9355 5.0854 -2.8686  0.0000
81 H 3.8268 4.1366 -1.7703  0.0000
82 H 4.1134 2.3034 -0.1349  -0.0002
83 H 6.4400 1.5237 0.3645  0.0000
84 N -2.8160 -3.1614 1.1332  -0.0008
85 C -2.4688 -4.4201 1.5735  -0.0003
86 C -2.1006 -5.3916 0.6732  0.0001
87 C -2.0364 -5.1381 -0.7044  0.0000
88 C -2.4380 -3.8582 -1.1308  0.0002
89 C -2.8680 -2.9550 -0.2100  -0.0012
90 H -2.4391 -4.5645 2.6434  0.0001
91 H -1.7654 -6.3834 0.9383  0.0000
92 H -1.6019 -5.8249 -1.4157  0.0000
93 H -2.6447 -3.6757 -2.1751  0.0000
94 H -3.2186 -1.9704 -0.4822  0.0015
95 N -3.5596 2.3367 0.4430  -0.0013
96 C -4.9232 2.7118 0.5858  0.0257
97 C -5.6840 3.5547 -0.2335  -0.0015
98 C -5.0908 3.8938 -1.4553  0.0017
99 C -3.8146 3.6025 -1.6715  -0.0016
100 C -3.0893 2.8809 -0.6927  -0.0032
101 H -5.3279 2.2220 1.4591  -0.0093
102 H -6.6955 3.8711 -0.0254  -0.0001
103 H -5.6193 4.5189 -2.1598  0.0001
104 H -3.3289 4.0011 -2.5499  0.0001
105 H -2.0107 2.8425 -0.7323  0.0062
106 C 0.3119 2.1529 -3.7377  -0.0002
107 Cl 1.8985 2.0212 -4.5107  0.0000
108 Cl -0.9623 2.2038 -4.9566  0.0000
109 Cl 0.2154 3.5869 -2.6143  0.0000
110 H 0.2017 1.1988 -3.2222  0.0002
111 C -4.3707 -0.3153 -3.4543  -0.0002
112 Cl -4.3396 1.1923 -4.4303  0.0000
113 Cl -5.4890 -1.5736 -4.0577  0.0000
114 Cl -4.5712 -0.0650 -1.6589  -0.0003
115 H -3.3923 -0.7848 -3.5564  0.0001

Which formula does entry 1 have?
C31H63N14O21